1.
ORCA calculation (ωB97M-V/def2-TZVPD) on an isolated ion of composition C4H11N2 and charge +1.

Structure (XYZ):
```
17
C4H11N2, DFT ωB97M-V/def2-TZVPD
C -0.76952 -0.34327 -0.98394
C 0.39422 0.48944 -0.37061
C -0.39096 -1.57662 -1.83127
C 0.36402 0.60625 2.32649
N -0.36797 1.05397 -1.39259
N 0.13278 1.14979 0.90308
H -1.60546 -0.43429 -0.38919
H 1.38109 0.29885 -0.49825
H 0.47088 -1.24509 -2.49269
H -1.19786 -1.78043 -2.55248
H 0.07262 -2.31877 -1.22173
H -0.48943 -0.09778 2.54328
H 1.38216 0.19529 2.35003
H 0.32266 1.51943 2.98011
H -0.16884 1.28414 -2.33916
H 0.40729 2.05311 0.82598
H -0.89607 1.34651 0.89724
```

Output
M in g mol⁻¹: 87.15
Frontier orbital gap in eV: 11.0812
SMILES: C[NH2+][C@@H]1N[C@H]1C
Relative energy (zero: lowest compared OMol25 entry of this formula, charge and spin) in kJ/mol: 298.6
LUMO level in eV: -3.2
Largest force on an atom in eV Å⁻¹: 4.53
HOMO in eV: -14.3
Total charge: +1

Listed below, in e, are the Mulliken charges computed for each atom: -0.12, -0.21, -1.13, -0.71, -0.55, -0.24, 0.40, 0.59, 0.29, 0.34, 0.34, 0.30, 0.32, 0.34, 0.27, 0.36, 0.42



2.
ORCA calculation (ωB97M-V/def2-TZVPD) on a 2-piece molecular cluster, C4H11N2 overall.

Structure (XYZ):
```
17
C4H11N2, DFT ωB97M-V/def2-TZVPD
C 1.32373 0.91276 0.39865
C 1.95531 -0.29964 -0.20495
C 0.40691 -0.29065 -0.12101
C -0.29118 -0.15081 -1.36444
N -0.09498 -1.16725 0.92212
N -2.26802 0.72898 0.40910
H 1.10191 1.14229 1.41394
H 1.30567 1.68537 -0.34939
H 2.38106 -0.98866 0.53324
H 2.37496 -0.52020 -1.16424
H -0.27435 0.77418 -1.92058
H -0.70959 -1.09929 -1.70834
H -2.45648 0.23400 1.26909
H 0.49934 -1.97693 0.87161
H -1.10290 -1.20402 0.86453
H -2.65580 1.66328 0.47113
H -1.49559 0.55660 -0.32045
```

Output
M in g mol⁻¹: 87.15
Frontier orbital gap in eV: 6.5116
Relative energy (zero: lowest compared OMol25 entry of this formula, charge and spin) in kJ/mol: 552.2
LUMO level in eV: -7.1
Largest force on an atom in eV Å⁻¹: 3.96
HOMO in eV: -13.6
Total charge: +1

Listed below, in e, are the Mulliken charges computed for each atom: -0.39, -0.68, 0.65, -0.62, -0.46, -0.54, 0.31, 0.25, 0.36, 0.27, 0.40, 0.31, 0.19, 0.28, 0.27, 0.20, 0.20



3.
ORCA calculation (ωB97M-V/def2-TZVPD) on an isolated ion of composition C4H11N2 and charge +1.

Structure (XYZ):
```
17
C4H11N2, DFT ωB97M-V/def2-TZVPD
C 0.82286 0.79780 -1.05502
C 0.10105 -0.66325 -0.95979
C -0.14718 -1.02076 0.50261
C -1.34560 -1.24840 0.96431
N 0.81430 -0.71158 1.45740
N -0.07574 1.83611 -0.38569
H 1.11734 1.09301 -2.09379
H 1.61734 0.70016 -0.32495
H 0.55342 -1.54207 -1.53479
H -0.70206 -0.52227 -1.67312
H -1.61655 -1.66847 1.96954
H -2.28458 -1.04234 0.49740
H 0.54036 -1.33699 2.38429
H 1.69695 -0.90261 1.01126
H -0.38971 1.50945 0.52424
H -0.91445 1.93344 -0.95958
H 0.21225 2.78877 -0.32432
```

Output
M in g mol⁻¹: 87.15
Frontier orbital gap in eV: 8.8764
SMILES: C=C(N)CC[NH3+]
Relative energy (zero: lowest compared OMol25 entry of this formula, charge and spin) in kJ/mol: 280.9
LUMO level in eV: -3.5
Largest force on an atom in eV Å⁻¹: 4.08
HOMO in eV: -12.4
Total charge: +1

Listed below, in e, are the Mulliken charges computed for each atom: -0.67, -0.77, 0.78, -1.02, -0.53, -0.28, 0.38, 0.41, 0.35, 0.33, 0.21, 0.25, 0.31, 0.23, 0.33, 0.35, 0.35



4.
ORCA calculation (ωB97M-V/def2-TZVPD) on a 2-piece molecular cluster, C4H11N2 overall.

Structure (XYZ):
```
17
C4H11N2, DFT ωB97M-V/def2-TZVPD
C -1.32383 1.08906 1.35927
C -0.68280 0.56570 2.46894
C 1.73316 0.02579 -0.17137
C 0.45765 0.42662 -0.83045
N -2.20103 1.66307 0.84984
N -0.05497 -0.55786 -1.85324
H 0.39847 0.79190 2.27037
H -0.67373 -0.55960 2.56457
H -0.90889 1.04011 3.48425
H 1.92590 0.59286 0.75573
H 2.45406 0.19226 -1.00993
H 1.62139 -1.06329 0.04350
H 0.48831 1.36912 -1.49894
H -2.44319 2.18066 -0.02387
H -0.61009 -0.10426 -2.55246
H -0.38563 -1.50670 -1.43647
H 0.76587 -0.70131 -2.42891
```

Output
M in g mol⁻¹: 87.15
Frontier orbital gap (alpha / beta) in eV: 7.0421 / 7.0429
Relative energy (zero: lowest compared OMol25 entry of this formula, charge and spin) in kJ/mol: 544.5
LUMO level (alpha / beta) in eV: -3.7 / -3.7
Largest force on an atom in eV Å⁻¹: 4.42
HOMO (alpha / beta) in eV: -10.7 / -10.7
Total charge: +1

Listed below, in e, are the Mulliken charges computed for each atom: 0.51, -0.67, -1.05, -0.40, -0.25, -0.39, 0.12, 0.29, 0.34, 0.23, 0.38, 0.30, 0.22, 0.34, 0.35, 0.34, 0.33



5.
ORCA calculation (ωB97M-V/def2-TZVPD) on an isolated ion of composition C4H11N2 and charge +1.

Structure (XYZ):
```
17
C4H11N2, DFT ωB97M-V/def2-TZVPD
C -0.77556 -1.88111 1.67310
C -1.06496 -1.01968 0.46467
C 0.00478 0.02937 0.26273
N 1.66253 2.31511 -1.22422
C 0.64023 1.53313 -1.65655
N 0.22104 0.37295 -1.19066
H -1.65156 -2.08712 2.33901
H 0.06932 -1.51930 2.28932
H -0.50242 -2.99841 1.41936
H -1.17775 -1.64814 -0.45767
H -2.09846 -0.68101 0.53877
H -0.30647 0.97004 0.85007
H 0.98487 -0.25777 0.67876
H 2.70665 2.04781 -1.07504
H 1.40517 2.97391 -0.51750
H 0.23308 2.00073 -2.57075
H -0.35049 -0.15049 -1.82340
```

Output
M in g mol⁻¹: 87.15
Frontier orbital gap in eV: 9.4857
SMILES: CCC/[NH+]=C\N
Relative energy (zero: lowest compared OMol25 entry of this formula, charge and spin) in kJ/mol: 270.8
LUMO level in eV: -5.5
Largest force on an atom in eV Å⁻¹: 3.47
HOMO in eV: -15.0
Total charge: +1

Listed below, in e, are the Mulliken charges computed for each atom: -1.19, -0.31, -0.46, -0.45, 0.01, -0.04, 0.30, 0.36, 0.26, 0.32, 0.39, 0.26, 0.31, 0.31, 0.29, 0.35, 0.30



6.
ORCA calculation (ωB97M-V/def2-TZVPD) on an isolated ion of composition C4H11N2 and charge +1.

Structure (XYZ):
```
17
C4H11N2, DFT ωB97M-V/def2-TZVPD
C -1.05163 0.79651 -1.83327
C 0.43487 0.72509 -1.45324
C 0.72848 -0.13219 -0.25228
N 0.09658 -1.63564 2.11500
C -0.03087 -0.33336 2.09165
N 0.09443 0.38099 0.97203
H -1.74165 0.63478 -1.00238
H -1.23859 1.75773 -2.30539
H -1.22332 -0.02502 -2.52114
H 0.91561 1.70322 -1.43786
H 1.01367 0.21327 -2.23817
H 1.81900 -0.20947 -0.13269
H 0.38663 -1.16462 -0.35569
H -0.28669 -2.13275 2.90779
H 0.63923 -2.16798 1.46633
H -0.54550 0.20991 2.87302
H -0.01025 1.37955 1.10628
```

Output
M in g mol⁻¹: 87.15
Frontier orbital gap in eV: 11.5192
SMILES: CCC/[NH+]=C\N
Relative energy (zero: lowest compared OMol25 entry of this formula, charge and spin) in kJ/mol: 60.2
LUMO level in eV: -3.8
Largest force on an atom in eV Å⁻¹: 3.07
HOMO in eV: -15.3
Total charge: +1

Listed below, in e, are the Mulliken charges computed for each atom: -1.00, -0.66, -0.59, -0.29, 0.13, -0.05, 0.32, 0.30, 0.30, 0.40, 0.35, 0.35, 0.35, 0.26, 0.22, 0.36, 0.27



7.
ORCA calculation (ωB97M-V/def2-TZVPD) on an isolated ion of composition C4H11N2 and charge +1.

Structure (XYZ):
```
17
C4H11N2, DFT ωB97M-V/def2-TZVPD
C -0.35118 0.20700 0.11069
C -2.89630 0.22021 -0.13359
C 1.87514 1.10020 0.05785
C 1.77791 -1.28673 0.06795
N -1.57786 -0.40782 -0.17205
N 0.99797 -0.07731 0.19970
H -1.76835 -1.44544 -0.32621
H -0.58058 1.26098 0.19679
H -3.63958 -0.54439 0.18345
H -2.96151 0.98760 0.63627
H -3.36141 0.58845 -1.12977
H 2.58781 1.21141 0.86901
H 2.40017 0.88405 -0.81971
H 1.41797 1.99429 -0.10854
H 2.03129 -1.72334 -0.86977
H 2.63776 -0.92883 0.59791
H 1.41076 -2.04032 0.64003
```

Output
M in g mol⁻¹: 87.15
Frontier orbital gap in eV: 10.5841
SMILES: CNC=[N+](C)C
Relative energy (zero: lowest compared OMol25 entry of this formula, charge and spin) in kJ/mol: 243.0
LUMO level in eV: -3.8
Largest force on an atom in eV Å⁻¹: 4.77
HOMO in eV: -14.4
Total charge: +1

Listed below, in e, are the Mulliken charges computed for each atom: 0.19, -0.84, -1.12, -0.95, -0.19, 0.01, 0.31, 0.27, 0.32, 0.34, 0.29, 0.33, 0.46, 0.42, 0.34, 0.35, 0.47



8.
ORCA calculation (ωB97M-V/def2-TZVPD) on a 2-piece molecular cluster, C4H11N2 overall.

Structure (XYZ):
```
17
C4H11N2, DFT ωB97M-V/def2-TZVPD
C 2.60602 -0.43004 -0.10593
C 1.39625 0.24651 -0.50191
C 0.69132 1.00105 0.40088
C -0.25714 1.96998 0.13671
N -0.45093 3.04034 0.99351
N -3.37178 -3.35997 -0.84922
H 3.48135 0.17554 -0.35660
H 2.69143 -1.42896 -0.54308
H 1.02493 0.38778 -1.51684
H -4.34829 -3.05516 -0.74942
H 0.95134 0.91429 1.45721
H -0.85522 2.06035 -0.77150
H -0.53468 2.74608 1.96994
H 0.29993 3.71909 0.87850
H -2.73375 -3.12376 -0.08321
H 2.58928 -0.61263 0.96918
H -3.18006 -4.25048 -1.32823
```

Output
Multiplicity: 2
M in g mol⁻¹: 87.15
Frontier orbital gap (alpha / beta) in eV: 8.2571 / 4.4218
Relative energy (zero: lowest compared OMol25 entry of this formula, charge and spin) in kJ/mol: 274.0
LUMO level (alpha / beta) in eV: -9.0 / -12.8
Largest force on an atom in eV Å⁻¹: 2.20
HOMO (alpha / beta) in eV: -17.3 / -17.3
Total charge: +2

Listed below, in e, are the Mulliken charges computed for each atom: -1.06, 0.17, -0.18, -0.09, -0.50, -0.14, 0.32, 0.35, 0.38, 0.38, 0.24, 0.37, 0.32, 0.33, 0.37, 0.35, 0.38



9.
ORCA calculation (ωB97M-V/def2-TZVPD) on an isolated ion of composition C4H11N2O and charge -1.

Structure (XYZ):
```
18
C4H11N2O, DFT ωB97M-V/def2-TZVPD
C -0.19812 0.83138 0.85487
C 0.00153 1.90533 -0.20075
C -1.16937 1.61016 -1.32637
O -0.93623 0.51217 -1.97829
N 0.53345 -0.39609 0.56993
C 0.23920 -1.77795 0.62841
N 1.37580 -2.54637 1.29340
H -1.21428 0.55430 1.16767
H 0.18062 1.24542 1.81369
H 0.85967 1.79870 -0.86790
H 0.07327 2.87297 0.30427
H -1.11491 2.54049 -1.97784
H -2.04880 1.95623 -0.70980
H 1.16699 -0.21128 -0.18989
H 0.15286 -2.16453 -0.38427
H -0.54637 -2.02597 1.33441
H 2.15853 -2.40417 0.65081
H 1.62353 -1.90611 2.04622
```

Output
M in g mol⁻¹: 103.14
Frontier orbital gap in eV: 6.7282
SMILES: NCNCCC[O-]
Relative energy (zero: lowest compared OMol25 entry of this formula, charge and spin) in kJ/mol: 222.1
LUMO level in eV: 4.3
Largest force on an atom in eV Å⁻¹: 3.96
HOMO in eV: -2.4
Total charge: -1

Listed below, in e, are the Mulliken charges computed for each atom: -0.56, -0.83, -0.48, -0.82, -0.21, -0.51, -0.80, 0.34, 0.26, 0.29, 0.38, 0.22, 0.21, 0.20, 0.36, 0.38, 0.25, 0.31



10.
ORCA calculation (ωB97M-V/def2-TZVPD) on a 2-piece molecular cluster, C4H11N2O overall.

Structure (XYZ):
```
18
C4H11N2O, DFT ωB97M-V/def2-TZVPD
C -0.95071 -1.18485 -1.20496
N 0.45972 2.14362 -0.25540
C 0.27288 2.14135 1.12283
O -0.85052 3.03202 1.79788
C -0.29362 -1.50572 0.04151
C 0.89773 -1.32366 -0.94976
N -0.19778 -2.73211 0.74165
H -1.47408 -1.90284 -1.82947
H -1.10925 -0.16816 -1.56922
H 1.45524 2.04043 -0.42574
H 1.14352 2.47285 1.71813
H -0.09341 1.19686 1.51831
H -0.48128 -0.68723 0.75493
H 0.95628 -0.68633 -1.84654
H 1.64322 -0.89877 -0.25291
H 1.19883 -2.31367 -1.27319
H -1.37672 3.31673 1.05171
H -1.20005 -2.94053 0.86025
```

Output
M in g mol⁻¹: 103.14
Frontier orbital gap in eV: 5.0776
Relative energy (zero: lowest compared OMol25 entry of this formula, charge and spin) in kJ/mol: 670.9
LUMO level in eV: 2.8
Largest force on an atom in eV Å⁻¹: 3.56
HOMO in eV: -2.3
Total charge: -1

Listed below, in e, are the Mulliken charges computed for each atom: -0.88, -0.84, -0.05, -0.56, 0.58, -1.03, -0.88, 0.34, 0.48, 0.10, 0.15, 0.08, 0.10, 0.32, 0.30, 0.42, 0.22, 0.15



11.
ORCA calculation (ωB97M-V/def2-TZVPD) on an isolated ion of composition C4H11N2O and charge -1.

Structure (XYZ):
```
18
C4H11N2O, DFT ωB97M-V/def2-TZVPD
C 1.56412 -0.92200 0.08150
O 2.74515 -0.58499 -0.44305
C 0.58171 0.32368 0.21918
C -0.89112 -0.15251 0.30835
C -2.10431 0.57155 -0.23070
N -2.49811 -0.04909 -1.49200
N 0.84345 0.93696 1.51338
H 0.85512 -1.69301 -0.46666
H 1.74198 -1.43851 1.14501
H 0.67424 0.94663 -0.62436
H -1.18828 -0.42874 1.28793
H -0.90398 -1.08749 -0.20285
H -1.98912 1.70620 -0.36021
H -2.84279 0.41751 0.50392
H -1.88494 -0.92787 -1.66080
H -2.34198 0.66199 -2.25888
H 1.81630 1.22703 1.63675
H 0.78248 0.15671 2.12494
```

Output
M in g mol⁻¹: 103.14
Frontier orbital gap in eV: 6.5172
SMILES: NCC[C@@H](N)C[O-]
Relative energy (zero: lowest compared OMol25 entry of this formula, charge and spin) in kJ/mol: 198.2
LUMO level in eV: 4.0
Largest force on an atom in eV Å⁻¹: 3.25
HOMO in eV: -2.5
Total charge: -1

Listed below, in e, are the Mulliken charges computed for each atom: -0.34, -0.85, 0.08, -0.84, -0.28, -0.68, -0.84, 0.09, 0.09, 0.39, 0.27, 0.28, 0.24, 0.20, 0.29, 0.27, 0.31, 0.32



12.
ORCA calculation (ωB97M-V/def2-TZVPD) on a 2-piece molecular cluster, C4H11N2O overall.

Structure (XYZ):
```
18
C4H11N2O, DFT ωB97M-V/def2-TZVPD
N 1.49271 -1.14200 0.60651
C 2.30083 -0.63292 1.52866
N 3.45448 -1.12176 1.84451
H 1.81931 -2.01635 0.22362
H 0.46036 -0.84362 0.40586
H 1.90414 0.25966 2.00981
H 3.87759 -0.55417 2.57158
C -0.72210 0.33684 -1.09467
O -0.89260 -0.33944 0.07797
C -1.72959 1.49771 -1.26547
C -3.17615 1.00415 -1.23513
H -0.82779 -0.32211 -1.99582
H 0.28394 0.78287 -1.20424
H -1.52470 2.04943 -2.19680
H -1.53837 2.18676 -0.43563
H -3.86362 1.79085 -0.90784
H -3.22882 0.16923 -0.53672
H -3.48824 0.67345 -2.22620
```

Output
M in g mol⁻¹: 103.14
Frontier orbital gap in eV: 7.8160
Relative energy (zero: lowest compared OMol25 entry of this formula, charge and spin) in kJ/mol: 0.0
LUMO level in eV: 4.3
Largest force on an atom in eV Å⁻¹: 0.55
HOMO in eV: -3.6
Total charge: -1

Listed below, in e, are the Mulliken charges computed for each atom: -0.44, 0.10, -0.81, 0.18, 0.42, 0.31, 0.20, -0.42, -0.89, -0.42, -0.99, 0.12, 0.26, 0.30, 0.29, 0.28, 0.26, 0.25



Repeat the seventh record exactly.
ORCA calculation (ωB97M-V/def2-TZVPD) on an isolated ion of composition C4H11N2 and charge +1.

Structure (XYZ):
```
17
C4H11N2, DFT ωB97M-V/def2-TZVPD
C -0.35118 0.20700 0.11069
C -2.89630 0.22021 -0.13359
C 1.87514 1.10020 0.05785
C 1.77791 -1.28673 0.06795
N -1.57786 -0.40782 -0.17205
N 0.99797 -0.07731 0.19970
H -1.76835 -1.44544 -0.32621
H -0.58058 1.26098 0.19679
H -3.63958 -0.54439 0.18345
H -2.96151 0.98760 0.63627
H -3.36141 0.58845 -1.12977
H 2.58781 1.21141 0.86901
H 2.40017 0.88405 -0.81971
H 1.41797 1.99429 -0.10854
H 2.03129 -1.72334 -0.86977
H 2.63776 -0.92883 0.59791
H 1.41076 -2.04032 0.64003
```

Output
M in g mol⁻¹: 87.15
Frontier orbital gap in eV: 10.5841
SMILES: CNC=[N+](C)C
Relative energy (zero: lowest compared OMol25 entry of this formula, charge and spin) in kJ/mol: 243.0
LUMO level in eV: -3.8
Largest force on an atom in eV Å⁻¹: 4.77
HOMO in eV: -14.4
Total charge: +1

Listed below, in e, are the Mulliken charges computed for each atom: 0.19, -0.84, -1.12, -0.95, -0.19, 0.01, 0.31, 0.27, 0.32, 0.34, 0.29, 0.33, 0.46, 0.42, 0.34, 0.35, 0.47